50
Properties=species:S:1:pos:R:3:forces:R:3 method="wB97M-V/def2-TZVPD" orbital_gap_ha=0.368 energy_ha=-962.60891 smiles="C=CCN(CC=C)C(=O)CCCCC(=O)N(CC=C)CC=C"
C 0.57768 -1.30598 -1.95042 -0.1 0.0 -0.1
C 1.66861 -0.78893 -2.47974 0.3 0.1 0.0
C 2.70152 0.00994 -1.73218 -0.1 0.1 -0.2
N 2.43714 0.13354 -0.31910 0.3 -0.4 0.0
C 2.95395 -0.94888 0.50402 -0.1 0.0 0.3
C 4.44635 -0.88430 0.60736 -0.2 0.0 0.0
C 5.25637 -1.88432 0.31457 0.1 -0.1 0.0
C 1.66566 1.08703 0.25840 0.0 0.2 -0.1
O 1.43058 1.06241 1.45598 0.0 0.2 0.2
C 1.15351 2.18583 -0.65512 -0.1 0.2 0.3
C 0.40160 3.27591 0.11589 -0.1 0.0 -0.1
C -1.11594 3.10552 0.08225 0.1 0.0 0.0
C -1.58715 1.78711 0.70328 0.0 0.3 -0.2
C -1.91796 0.74693 -0.35078 0.0 0.1 0.2
O -1.80892 0.96014 -1.54713 0.0 0.2 -0.2
N -2.38317 -0.44252 0.10871 -0.2 -0.4 -0.2
C -2.38884 -0.84407 1.50257 0.2 0.0 0.3
C -1.04294 -1.35521 1.93646 -0.2 0.0 0.0
C -0.38406 -0.91926 2.99211 0.0 -0.1 0.0
C -2.79551 -1.44829 -0.84824 0.0 0.1 -0.2
C -4.27630 -1.69339 -0.86173 0.2 -0.1 0.0
C -5.18425 -0.92607 -0.28945 -0.1 0.0 0.0
H -0.12115 -1.87229 -2.54001 -0.1 -0.1 -0.2
H 0.33063 -1.16635 -0.91133 0.0 0.1 0.3
H 1.89587 -0.92588 -3.52840 -0.1 -0.1 -0.2
H 3.67549 -0.48342 -1.84302 -0.1 0.1 0.0
H 2.79053 0.99663 -2.19511 0.1 -0.1 0.0
H 2.63765 -1.91121 0.08872 0.0 0.0 0.0
H 2.51022 -0.81689 1.49621 0.0 -0.1 -0.2
H 4.83697 0.06738 0.94207 0.1 0.1 0.1
H 6.32543 -1.80218 0.41142 0.2 0.1 0.1
H 4.88001 -2.83753 -0.02105 -0.1 -0.2 -0.1
H 2.01223 2.62825 -1.16518 0.0 -0.1 -0.1
H 0.50034 1.74270 -1.40940 0.1 0.0 -0.1
H 0.74233 3.26566 1.15375 0.0 0.1 -0.1
H 0.64550 4.25166 -0.30936 0.0 0.0 0.0
H -1.56599 3.94346 0.61837 0.0 0.0 0.0
H -1.46044 3.14403 -0.95382 0.0 0.1 0.1
H -0.81644 1.39349 1.36714 -0.1 -0.1 0.1
H -2.49046 1.95730 1.29406 0.0 -0.1 0.1
H -2.69872 -0.01688 2.14383 0.0 -0.1 0.0
H -3.13181 -1.64284 1.60383 0.0 0.2 0.0
H -0.62435 -2.13167 1.30887 0.1 -0.1 -0.1
H 0.57677 -1.31489 3.27040 0.2 -0.1 0.0
H -0.77825 -0.14330 3.62658 -0.1 0.2 0.1
H -2.48870 -1.08746 -1.83658 0.0 -0.2 0.2
H -2.27079 -2.39056 -0.64891 0.0 0.0 0.0
H -4.57070 -2.57594 -1.41462 -0.1 -0.1 0.0
H -6.23541 -1.14902 -0.34922 -0.2 -0.1 -0.1
H -4.91467 -0.03540 0.25303 0.1 0.2 0.1

***

54
Properties=species:S:1:pos:R:3:forces:R:3 method="wB97M-V/def2-TZVPD" orbital_gap_ha=0.215 energy_ha=-3137.52339 total_charge=-1
C 3.49987 -2.27912 -1.64054 -0.1 -0.2 0.1
Si 3.93088 -0.68695 -0.72951 -0.2 0.2 0.0
C 5.78280 -0.36113 -0.85319 0.1 0.0 0.2
C 3.08132 0.75659 -1.58493 0.1 0.1 -0.2
Sb 3.39402 -1.02160 1.80177 0.4 -0.3 0.0
P 2.90756 -1.58202 4.34453 -0.2 0.0 -0.1
N 1.42580 -2.03136 4.72269 0.0 0.0 0.0
P 1.10867 0.33445 1.93349 -0.1 0.1 0.0
O 1.68609 1.69330 1.15729 0.0 0.2 0.0
Cl 0.23411 -0.63020 0.25741 -0.2 -0.2 -0.1
H 3.12567 -3.01363 -0.91822 0.0 0.0 -0.1
H 2.70820 -2.12056 -2.37868 0.1 0.0 0.0
H 4.36996 -2.71191 -2.14226 -0.1 0.0 0.0
H 6.34521 -1.29753 -0.90139 0.0 0.1 0.0
H 6.12241 0.17764 0.03831 0.0 0.0 -0.1
H 6.03112 0.24428 -1.73054 0.0 -0.1 0.0
H 1.99727 0.71542 -1.47621 0.0 0.0 0.0
H 3.30341 0.73042 -2.65866 0.0 0.0 0.1
H 3.44440 1.71112 -1.19394 -0.1 0.0 0.0
H 4.20343 0.49956 2.30353 -0.1 -0.1 0.0
H 4.92407 -1.92295 1.99621 -0.1 0.1 -0.1
H 2.48111 -2.53738 1.54371 0.0 0.1 0.0
H 3.92197 -2.52635 4.66968 0.1 0.0 0.1
H 3.38015 -0.48767 5.13499 0.1 0.0 0.1
H 1.37172 -2.97259 5.08986 -0.1 0.0 0.0
H 1.37124 1.77822 0.25116 0.0 0.0 0.0
C -3.08092 1.44237 -2.13498 0.1 0.0 -0.1
C -2.02111 0.42203 -2.48657 0.0 0.1 0.1
O -1.18829 0.84628 -3.60863 0.0 0.0 0.0
C -0.23378 1.72373 -3.34998 0.2 -0.2 0.0
O -0.03974 2.33604 -2.34112 -0.1 0.0 -0.1
C 0.74362 1.79728 -4.55826 0.0 -0.1 0.3
F 0.10423 1.90610 -5.72684 -0.1 0.0 -0.1
F 1.48172 0.67396 -4.58802 -0.1 0.1 -0.1
F 1.56582 2.83212 -4.43175 0.0 0.0 0.0
H -3.71549 1.66763 -2.99339 0.0 0.0 0.0
H -3.70849 1.03407 -1.34145 0.0 0.0 0.0
H -2.62478 2.36308 -1.77603 0.0 0.0 0.0
H -2.45444 -0.51665 -2.82332 0.0 0.0 -0.1
H -1.36773 0.22181 -1.64143 0.1 0.0 0.0
C -3.69678 -0.34802 3.52779 -0.1 0.0 0.0
C -3.63409 0.42494 2.23337 0.1 0.1 0.1
O -4.65007 -0.04209 1.29877 0.1 -0.1 0.0
C -5.85880 0.43915 1.45421 -0.3 0.0 -0.2
O -6.25277 1.23129 2.26002 0.0 0.0 0.0
C -6.78066 -0.13770 0.34682 0.2 0.1 0.0
F -6.62571 -1.45727 0.21122 0.0 0.0 0.0
F -6.47571 0.43344 -0.83318 -0.1 0.0 0.0
F -8.05746 0.11237 0.61406 0.0 0.0 0.0
H -3.59063 -1.41567 3.33905 0.0 0.0 0.0
H -2.87600 -0.03407 4.17092 0.0 0.0 0.0
H -4.63737 -0.16601 4.04811 0.0 0.0 0.0
H -2.70081 0.25749 1.70846 0.1 0.0 0.0
H -3.77623 1.49427 2.38561 0.0 0.0 0.0

***

131
Properties=species:S:1:pos:R:3:forces:R:3 method="wB97M-V/def2-TZVPD" orbital_gap_ha="0.301 / 0.263" energy_ha=-2743.17803 spin_multiplicity=3 s2=2.01
Pt -2.27340 0.04408 -2.86706 1.4 -1.3 -0.2
C -2.00566 -2.51419 -5.83887 0.0 -0.2 -0.7
C -0.82306 -2.33170 -4.88205 -1.5 0.3 0.7
C 0.49067 -2.23424 -5.61407 -0.1 -0.9 -0.8
O -1.04065 -1.26455 -4.01273 0.7 1.4 0.5
H -2.95231 -2.57272 -5.30126 0.1 -0.1 0.2
H -1.88485 -3.41385 -6.45357 -0.1 -0.2 0.2
H -2.13625 -1.72121 -6.58319 0.3 0.3 0.3
H -0.79983 -3.26543 -4.29189 0.1 -0.2 0.1
H 0.45907 -1.45355 -6.37642 0.2 0.3 0.3
H 0.57494 -3.18272 -6.16311 0.1 0.1 -0.1
H 1.37760 -2.20880 -4.98478 -0.1 0.4 0.2
C -0.01894 0.42039 0.97809 0.5 -0.4 0.1
C -0.15990 0.01424 -0.47312 -0.1 0.7 -1.5
C 0.12748 -1.45261 -0.73152 -0.1 -0.2 0.6
O -1.39250 0.46022 -0.96924 -1.0 0.0 0.2
H 1.03403 0.34415 1.27016 -0.4 0.0 -0.1
H -0.55111 -0.26445 1.64606 -0.4 0.2 0.0
H -0.33716 1.45599 1.09261 -0.1 -0.1 0.1
H 0.58211 0.58359 -1.06043 0.4 -0.1 0.3
H -0.19907 -1.74352 -1.73218 0.2 0.1 -0.1
H -0.38646 -2.08248 0.00597 -0.2 0.0 -0.1
H 1.19875 -1.62590 -0.59012 0.0 -0.2 -0.2
C 2.98156 -1.64506 3.21773 0.1 1.1 0.4
O 2.68694 -2.31415 4.18799 0.0 -0.4 -0.3
N 2.69402 -0.31333 3.13043 0.2 0.3 0.3
C 3.26214 0.53818 2.10875 -0.2 -0.1 -0.8
C 2.16238 0.42805 4.25374 -0.5 0.4 0.1
H 3.53483 -1.98355 2.32709 -0.1 -0.4 0.1
H 2.46973 1.13013 1.64023 0.3 0.1 0.1
H 3.69492 -0.07007 1.31570 0.1 0.0 0.1
H 4.01484 1.26010 2.43096 0.1 -0.3 0.4
H 2.94584 0.99505 4.76253 0.1 -0.1 0.0
H 1.44442 1.16483 3.87935 0.1 0.0 -0.1
H 1.61702 -0.15981 4.98699 0.3 -0.4 -0.2
C 0.64654 6.31122 0.30759 0.1 -0.7 -0.1
O 0.64709 7.50502 0.11000 0.1 0.3 -0.1
N 1.34896 5.40378 -0.42819 0.6 0.2 0.0
C 1.17013 3.98354 -0.29163 -1.4 -0.4 -0.6
C 2.15303 5.81658 -1.57524 -0.3 -0.3 -0.2
H 0.06173 5.83474 1.11547 0.0 0.0 0.0
H 2.06074 3.38770 -0.08948 0.2 0.3 0.3
H 0.73417 3.59748 -1.22483 0.3 -0.1 -0.1
H 0.35717 3.76957 0.40770 0.4 0.1 0.4
H 2.73851 6.70565 -1.36624 -0.1 0.1 0.0
H 2.80907 4.99768 -1.87079 0.2 0.1 0.3
H 1.51994 5.96709 -2.45440 -0.1 0.3 0.1
C 5.65568 0.43922 -0.92810 -1.0 -0.3 0.6
O 4.99632 1.32119 -0.41691 0.0 0.4 0.0
N 5.11939 -0.69798 -1.42629 1.0 -0.8 -1.0
C 5.98273 -1.71011 -2.04595 -1.4 -0.8 0.8
C 3.73118 -1.10530 -1.42269 -0.5 1.1 0.8
H 6.75304 0.44194 -0.91857 0.1 0.0 -0.3
H 7.01637 -1.60066 -1.73911 0.1 0.2 -0.5
H 5.74297 -1.83000 -3.10543 0.7 0.6 -0.2
H 5.62231 -2.67157 -1.65481 0.4 0.0 0.3
H 3.56871 -1.84982 -0.64013 0.1 -0.4 -0.3
H 3.06730 -0.28505 -1.13532 0.4 0.2 0.0
H 3.39816 -1.42417 -2.40970 0.2 -0.3 0.0
C -2.77991 -2.15552 4.64762 -0.2 0.2 -0.1
O -3.16017 -3.06282 3.92547 -0.2 0.4 0.2
N -1.49889 -1.82043 4.85476 0.9 -0.1 -0.5
C -1.09246 -0.62198 5.57990 -1.7 -0.5 0.3
C -0.47997 -2.45666 4.05549 1.5 -0.5 0.0
H -3.42934 -1.45947 5.21017 -0.4 -0.4 0.0
H -0.28041 -0.81765 6.27297 0.5 0.1 -0.5
H -1.92697 -0.36408 6.23962 -0.1 0.1 -0.1
H -0.99678 0.19674 4.87179 0.8 0.2 0.2
H 0.39624 -2.69567 4.66623 -0.2 0.1 0.1
H -0.77564 -3.38885 3.58698 -0.6 0.0 0.2
H -0.06287 -1.84817 3.24371 -0.4 0.4 0.1
C -4.93107 1.65853 -1.38684 0.1 -0.3 1.6
O -3.99659 1.23763 -2.03609 0.3 0.0 -1.3
N -4.75795 2.32213 -0.23633 -0.5 0.7 0.0
C -5.87948 2.62517 0.65623 0.6 -0.3 -0.9
C -3.42752 2.70740 0.19571 -0.1 -0.5 0.7
H -5.97942 1.41420 -1.59264 -0.1 0.1 -0.3
H -5.71899 2.12746 1.61231 -0.1 0.1 0.1
H -6.76063 2.20221 0.17696 -0.3 0.2 0.3
H -5.95541 3.70288 0.78277 -0.2 0.0 0.1
H -2.71643 2.48212 -0.59385 0.1 0.1 0.2
H -3.38059 3.73414 0.56445 -0.2 0.2 -0.5
H -3.21946 2.10277 1.08554 0.4 -0.1 -0.2
C -1.85279 3.77162 2.97928 -0.5 0.3 -0.2
O -1.62408 4.96025 2.91419 0.2 0.1 0.0
N -2.85242 3.23459 3.72946 0.8 0.3 -0.8
C -3.09072 1.81505 3.80778 -0.4 0.1 0.3
C -3.59413 4.06888 4.63824 -0.9 -0.7 1.0
H -1.29721 3.05396 2.35573 -0.1 -0.3 0.2
H -2.82364 1.48254 4.81476 -0.3 -0.3 0.0
H -2.54244 1.20928 3.08631 0.3 0.4 -0.1
H -4.15535 1.66155 3.60725 0.0 -0.3 0.3
H -3.51172 5.13370 4.46550 0.4 -0.1 -0.2
H -4.65862 3.80230 4.63015 0.0 0.1 -0.5
H -3.33450 3.80997 5.67333 0.4 0.4 0.0
C 3.21246 -4.52512 -0.01732 -0.9 0.4 1.0
O 3.87819 -4.12285 0.91441 0.9 0.1 -0.1
N 1.87625 -4.70691 0.12464 -0.3 -0.1 -1.3
C 1.20635 -4.32445 1.34752 0.2 -0.1 0.1
C 1.02419 -4.94919 -1.02412 0.1 -0.4 -0.1
H 3.61662 -4.73863 -1.01618 -0.1 -0.1 -0.1
H 1.86497 -4.58944 2.17233 -0.1 0.4 0.2
H 0.26107 -4.85690 1.46596 0.1 -0.3 -0.2
H 0.94784 -3.26344 1.30656 0.3 0.1 0.4
H 0.28441 -4.15617 -1.14503 0.0 0.0 0.1
H 1.60425 -4.98793 -1.94702 0.1 0.0 0.1
H 0.52807 -5.91689 -0.91009 -0.2 0.1 -0.1
C 3.49187 2.49752 -3.47718 -0.3 -0.3 0.6
O 4.06034 3.52239 -3.78973 0.3 0.1 -0.2
N 2.46403 1.93099 -4.13753 0.0 0.3 -0.6
C 1.69599 0.79778 -3.66471 0.3 0.0 -0.5
C 2.01673 2.47905 -5.41352 0.4 0.1 0.2
H 3.74266 1.92828 -2.56635 0.1 0.1 0.1
H 2.04422 0.38908 -2.71798 0.1 0.4 -0.1
H 1.78200 0.02255 -4.42640 -0.3 -0.2 0.1
H 0.64848 1.08397 -3.58278 -0.1 -0.2 0.1
H 0.99751 2.84636 -5.30417 -0.1 -0.1 -0.2
H 2.66140 3.29761 -5.72417 0.0 0.1 0.3
H 2.09399 1.73305 -6.20515 -0.3 -0.2 0.1
C -3.15153 -2.71987 -1.72984 1.5 -0.5 0.7
O -3.43723 -1.68803 -2.33197 -1.3 -0.4 -0.1
N -3.29834 -2.91375 -0.42233 -0.6 0.9 -0.4
C -2.76960 -4.05287 0.31060 -0.6 0.5 0.4
C -3.89782 -1.85923 0.40844 0.7 -0.4 0.2
H -2.60245 -3.55764 -2.18626 -0.2 0.1 -0.4
H -2.23921 -4.76708 -0.31125 -0.1 0.1 -0.2
H -3.61946 -4.50443 0.82637 0.2 -0.4 0.0
H -2.11131 -3.65500 1.08655 0.2 -0.2 0.0
H -4.84019 -2.20226 0.83305 0.0 0.0 0.1
H -3.16170 -1.69705 1.19874 -0.3 0.2 0.3
H -4.02007 -0.92816 -0.13476 0.0 -0.2 -0.3

***

What did the first record say?
50
Properties=species:S:1:pos:R:3:forces:R:3 method="wB97M-V/def2-TZVPD" orbital_gap_ha=0.368 energy_ha=-962.60891 smiles="C=CCN(CC=C)C(=O)CCCCC(=O)N(CC=C)CC=C"
C 0.57768 -1.30598 -1.95042 -0.1 0.0 -0.1
C 1.66861 -0.78893 -2.47974 0.3 0.1 0.0
C 2.70152 0.00994 -1.73218 -0.1 0.1 -0.2
N 2.43714 0.13354 -0.31910 0.3 -0.4 0.0
C 2.95395 -0.94888 0.50402 -0.1 0.0 0.3
C 4.44635 -0.88430 0.60736 -0.2 0.0 0.0
C 5.25637 -1.88432 0.31457 0.1 -0.1 0.0
C 1.66566 1.08703 0.25840 0.0 0.2 -0.1
O 1.43058 1.06241 1.45598 0.0 0.2 0.2
C 1.15351 2.18583 -0.65512 -0.1 0.2 0.3
C 0.40160 3.27591 0.11589 -0.1 0.0 -0.1
C -1.11594 3.10552 0.08225 0.1 0.0 0.0
C -1.58715 1.78711 0.70328 0.0 0.3 -0.2
C -1.91796 0.74693 -0.35078 0.0 0.1 0.2
O -1.80892 0.96014 -1.54713 0.0 0.2 -0.2
N -2.38317 -0.44252 0.10871 -0.2 -0.4 -0.2
C -2.38884 -0.84407 1.50257 0.2 0.0 0.3
C -1.04294 -1.35521 1.93646 -0.2 0.0 0.0
C -0.38406 -0.91926 2.99211 0.0 -0.1 0.0
C -2.79551 -1.44829 -0.84824 0.0 0.1 -0.2
C -4.27630 -1.69339 -0.86173 0.2 -0.1 0.0
C -5.18425 -0.92607 -0.28945 -0.1 0.0 0.0
H -0.12115 -1.87229 -2.54001 -0.1 -0.1 -0.2
H 0.33063 -1.16635 -0.91133 0.0 0.1 0.3
H 1.89587 -0.92588 -3.52840 -0.1 -0.1 -0.2
H 3.67549 -0.48342 -1.84302 -0.1 0.1 0.0
H 2.79053 0.99663 -2.19511 0.1 -0.1 0.0
H 2.63765 -1.91121 0.08872 0.0 0.0 0.0
H 2.51022 -0.81689 1.49621 0.0 -0.1 -0.2
H 4.83697 0.06738 0.94207 0.1 0.1 0.1
H 6.32543 -1.80218 0.41142 0.2 0.1 0.1
H 4.88001 -2.83753 -0.02105 -0.1 -0.2 -0.1
H 2.01223 2.62825 -1.16518 0.0 -0.1 -0.1
H 0.50034 1.74270 -1.40940 0.1 0.0 -0.1
H 0.74233 3.26566 1.15375 0.0 0.1 -0.1
H 0.64550 4.25166 -0.30936 0.0 0.0 0.0
H -1.56599 3.94346 0.61837 0.0 0.0 0.0
H -1.46044 3.14403 -0.95382 0.0 0.1 0.1
H -0.81644 1.39349 1.36714 -0.1 -0.1 0.1
H -2.49046 1.95730 1.29406 0.0 -0.1 0.1
H -2.69872 -0.01688 2.14383 0.0 -0.1 0.0
H -3.13181 -1.64284 1.60383 0.0 0.2 0.0
H -0.62435 -2.13167 1.30887 0.1 -0.1 -0.1
H 0.57677 -1.31489 3.27040 0.2 -0.1 0.0
H -0.77825 -0.14330 3.62658 -0.1 0.2 0.1
H -2.48870 -1.08746 -1.83658 0.0 -0.2 0.2
H -2.27079 -2.39056 -0.64891 0.0 0.0 0.0
H -4.57070 -2.57594 -1.41462 -0.1 -0.1 0.0
H -6.23541 -1.14902 -0.34922 -0.2 -0.1 -0.1
H -4.91467 -0.03540 0.25303 0.1 0.2 0.1

***

Copy entry 1 word for word.
50
Properties=species:S:1:pos:R:3:forces:R:3 method="wB97M-V/def2-TZVPD" orbital_gap_ha=0.368 energy_ha=-962.60891 smiles="C=CCN(CC=C)C(=O)CCCCC(=O)N(CC=C)CC=C"
C 0.57768 -1.30598 -1.95042 -0.1 0.0 -0.1
C 1.66861 -0.78893 -2.47974 0.3 0.1 0.0
C 2.70152 0.00994 -1.73218 -0.1 0.1 -0.2
N 2.43714 0.13354 -0.31910 0.3 -0.4 0.0
C 2.95395 -0.94888 0.50402 -0.1 0.0 0.3
C 4.44635 -0.88430 0.60736 -0.2 0.0 0.0
C 5.25637 -1.88432 0.31457 0.1 -0.1 0.0
C 1.66566 1.08703 0.25840 0.0 0.2 -0.1
O 1.43058 1.06241 1.45598 0.0 0.2 0.2
C 1.15351 2.18583 -0.65512 -0.1 0.2 0.3
C 0.40160 3.27591 0.11589 -0.1 0.0 -0.1
C -1.11594 3.10552 0.08225 0.1 0.0 0.0
C -1.58715 1.78711 0.70328 0.0 0.3 -0.2
C -1.91796 0.74693 -0.35078 0.0 0.1 0.2
O -1.80892 0.96014 -1.54713 0.0 0.2 -0.2
N -2.38317 -0.44252 0.10871 -0.2 -0.4 -0.2
C -2.38884 -0.84407 1.50257 0.2 0.0 0.3
C -1.04294 -1.35521 1.93646 -0.2 0.0 0.0
C -0.38406 -0.91926 2.99211 0.0 -0.1 0.0
C -2.79551 -1.44829 -0.84824 0.0 0.1 -0.2
C -4.27630 -1.69339 -0.86173 0.2 -0.1 0.0
C -5.18425 -0.92607 -0.28945 -0.1 0.0 0.0
H -0.12115 -1.87229 -2.54001 -0.1 -0.1 -0.2
H 0.33063 -1.16635 -0.91133 0.0 0.1 0.3
H 1.89587 -0.92588 -3.52840 -0.1 -0.1 -0.2
H 3.67549 -0.48342 -1.84302 -0.1 0.1 0.0
H 2.79053 0.99663 -2.19511 0.1 -0.1 0.0
H 2.63765 -1.91121 0.08872 0.0 0.0 0.0
H 2.51022 -0.81689 1.49621 0.0 -0.1 -0.2
H 4.83697 0.06738 0.94207 0.1 0.1 0.1
H 6.32543 -1.80218 0.41142 0.2 0.1 0.1
H 4.88001 -2.83753 -0.02105 -0.1 -0.2 -0.1
H 2.01223 2.62825 -1.16518 0.0 -0.1 -0.1
H 0.50034 1.74270 -1.40940 0.1 0.0 -0.1
H 0.74233 3.26566 1.15375 0.0 0.1 -0.1
H 0.64550 4.25166 -0.30936 0.0 0.0 0.0
H -1.56599 3.94346 0.61837 0.0 0.0 0.0
H -1.46044 3.14403 -0.95382 0.0 0.1 0.1
H -0.81644 1.39349 1.36714 -0.1 -0.1 0.1
H -2.49046 1.95730 1.29406 0.0 -0.1 0.1
H -2.69872 -0.01688 2.14383 0.0 -0.1 0.0
H -3.13181 -1.64284 1.60383 0.0 0.2 0.0
H -0.62435 -2.13167 1.30887 0.1 -0.1 -0.1
H 0.57677 -1.31489 3.27040 0.2 -0.1 0.0
H -0.77825 -0.14330 3.62658 -0.1 0.2 0.1
H -2.48870 -1.08746 -1.83658 0.0 -0.2 0.2
H -2.27079 -2.39056 -0.64891 0.0 0.0 0.0
H -4.57070 -2.57594 -1.41462 -0.1 -0.1 0.0
H -6.23541 -1.14902 -0.34922 -0.2 -0.1 -0.1
H -4.91467 -0.03540 0.25303 0.1 0.2 0.1